a:
9
Properties=species:S:1:pos:R:3:lowdin_charge:R:1 method="wB97M-V/def2-TZVPD" homo_lumo_gap_ev=10.71 e_homo_ev=-10.256 spin_multiplicity=1
C -1.90 -0.16 -0.84 -0.664
C 1.44 0.17 1.03 -0.829
N 1.21 1.18 0.39 -0.388
O -0.85 0.26 -1.11 -0.094
Cl 1.66 1.10 -1.29 0.564
Br -2.32 -1.17 0.78 0.609
Br 2.19 -1.43 0.49 0.692
H -2.78 -0.13 -1.51 0.080
H 1.36 0.18 2.06 0.029

---

b:
9
Properties=species:S:1:pos:R:3:lowdin_charge:R:1 method="wB97M-V/def2-TZVPD" homo_lumo_gap_ev=8.16 e_homo_ev=-9.160 spin_multiplicity=1
C -1.35 -0.22 -1.45 -0.308
C -0.10 0.06 -1.34 -0.585
N 0.46 -0.46 1.57 -0.920
O -2.51 -0.39 -1.57 0.170
Cl 0.39 1.72 -1.83 0.530
Br 2.37 -0.70 1.29 0.557
Br -0.15 1.26 1.54 0.649
H 0.61 -0.47 -0.66 -0.007
H 0.27 -0.80 2.45 -0.088

---

In hartree, relative to the most stable structure: a 0.0000; b 0.0519.

---

a:
96
Properties=species:S:1:pos:R:3:lowdin_charge:R:1 method="wB97M-V/def2-TZVPD" homo_lumo_gap_ev=8.58 e_homo_ev=-8.729 smiles="CNC(C)=O.CNC(C)=O.CNC(C)=O.CNC(C)=O.CNC(C)=O.CNC(C)=O.CNC(C)=O.CNC(C)=O" spin_multiplicity=1
C 12.99 12.57 40.23 0.013
C 11.49 12.34 40.32 -0.508
O 10.75 12.20 39.37 0.027
N 11.00 12.29 41.63 -0.012
C 9.59 12.02 42.00 -0.067
H 13.14 13.56 40.07 0.040
H 13.38 12.16 39.36 0.057
H 13.60 12.32 41.03 0.058
H 11.62 12.49 42.52 0.185
H 9.54 11.11 42.43 0.028
H 9.02 11.81 41.06 0.100
H 9.16 12.72 42.71 0.079
C 11.21 11.54 35.57 0.002
C 12.64 11.69 34.97 -0.515
O 12.72 12.62 34.02 -0.070
N 13.70 11.30 35.47 -0.005
C 15.07 11.25 34.85 -0.012
H 10.98 12.47 35.91 -0.021
H 11.07 10.72 36.36 0.090
H 10.28 11.11 34.92 0.138
H 13.70 10.76 36.26 0.105
H 15.77 10.68 35.47 0.063
H 15.42 12.42 34.81 0.140
H 14.99 10.94 33.81 0.086
C 12.66 14.91 37.16 0.031
C 14.10 14.80 37.60 -0.579
O 14.55 15.70 38.20 0.069
N 14.74 13.66 37.26 0.049
C 16.00 13.27 37.75 -0.052
H 11.84 14.16 37.88 0.174
H 12.53 14.66 36.09 0.082
H 12.42 15.90 37.16 0.017
H 14.28 12.96 36.80 0.054
H 16.32 12.24 37.35 0.109
H 15.84 13.16 38.75 0.053
H 16.79 13.88 37.56 0.054
C 19.20 16.24 38.88 0.022
C 18.90 15.02 39.63 -0.540
O 17.95 14.92 40.37 0.040
N 19.76 13.96 39.37 0.028
C 19.64 12.65 39.89 -0.100
H 20.18 16.46 38.71 0.049
H 18.77 17.02 39.48 0.073
H 18.55 16.26 37.82 0.173
H 20.32 14.22 38.57 0.138
H 20.54 12.20 39.93 0.034
H 19.36 11.81 39.33 0.029
H 18.94 12.47 40.84 0.157
C 20.69 10.52 36.92 0.025
C 19.30 10.02 36.81 -0.532
O 18.73 10.16 35.69 -0.006
N 18.64 9.53 37.84 0.015
C 17.29 9.10 37.79 -0.053
H 21.09 9.94 36.08 0.118
H 20.99 10.19 37.76 0.002
H 20.75 11.57 36.80 0.086
H 19.05 9.49 38.72 0.110
H 17.21 8.41 38.67 0.111
H 17.07 8.61 36.88 0.089
H 16.73 9.82 38.18 0.031
C 16.08 17.27 36.01 0.013
C 16.55 18.25 37.12 -0.496
O 17.53 19.07 36.91 -0.066
N 16.00 18.06 38.30 0.037
C 16.32 18.80 39.55 -0.013
H 15.05 17.43 35.93 0.051
H 16.47 16.43 36.05 -0.048
H 16.48 17.57 34.84 0.170
H 15.46 17.22 38.49 0.077
H 16.53 17.97 40.27 0.086
H 15.83 19.61 39.66 0.015
H 17.33 19.23 39.57 0.088
C 18.27 16.76 43.55 0.014
C 16.75 16.95 43.18 -0.549
O 16.04 17.65 43.82 0.070
N 16.32 16.26 42.09 -0.019
C 14.94 16.07 41.80 -0.088
H 18.48 15.66 43.94 0.123
H 18.53 17.46 44.27 0.042
H 18.88 16.90 42.71 0.031
H 16.94 15.60 41.68 0.055
H 14.39 15.44 42.43 0.051
H 14.86 15.88 40.74 0.057
H 14.38 17.09 41.99 0.127
C 9.15 14.91 34.97 0.020
C 9.73 16.42 35.22 -0.558
O 10.17 17.03 34.34 0.103
N 9.55 16.90 36.48 0.047
C 10.01 18.32 36.75 -0.038
H 9.65 14.15 35.68 0.074
H 9.38 14.71 33.96 0.040
H 8.05 14.77 35.02 0.068
H 9.04 16.49 37.06 0.016
H 9.46 19.01 36.16 0.061
H 11.07 18.48 36.61 0.068
H 9.82 18.47 37.89 0.112

---

b:
96
Properties=species:S:1:pos:R:3:lowdin_charge:R:1 method="wB97M-V/def2-TZVPD" homo_lumo_gap_ev=9.56 e_homo_ev=-9.246 smiles="CNC(C)=O.CNC(C)=O.CNC(C)=O.CNC(C)=O.CNC(C)=O.CNC(C)=O.CNC(C)=O.CNC(C)=O" spin_multiplicity=1
C 2.73 -9.07 0.50 -0.004
C 3.04 -7.76 -0.26 -0.590
O 3.89 -7.72 -1.10 0.070
N 2.40 -6.69 0.24 0.023
C 2.34 -5.43 -0.59 -0.068
H 2.10 -9.76 -0.06 0.073
H 2.20 -8.92 1.44 0.067
H 3.67 -9.62 0.56 0.079
H 1.73 -6.60 0.99 0.130
H 2.99 -4.61 -0.27 0.072
H 1.37 -4.94 -0.50 0.068
H 2.48 -5.52 -1.66 0.081
C 7.73 3.49 1.71 0.011
C 8.08 3.11 0.21 -0.549
O 7.99 1.94 -0.20 0.003
N 8.48 4.01 -0.66 -0.002
C 8.40 3.82 -2.11 -0.062
H 7.66 4.54 2.01 0.066
H 8.21 2.81 2.41 0.077
H 6.69 3.20 1.60 0.073
H 8.75 4.89 -0.22 0.135
H 7.39 3.68 -2.50 0.086
H 8.96 2.99 -2.52 0.081
H 8.87 4.72 -2.50 0.082
C -13.46 -6.75 6.03 0.010
C -12.01 -6.18 6.06 -0.596
O -11.27 -6.58 6.91 0.052
N -11.64 -5.30 5.16 0.008
C -10.32 -4.76 5.20 -0.085
H -13.61 -7.76 5.64 0.077
H -14.00 -6.03 5.42 0.060
H -13.74 -6.71 7.08 0.079
H -12.23 -5.13 4.36 0.141
H -9.51 -5.36 5.61 0.087
H -10.21 -3.81 5.72 0.085
H -9.99 -4.65 4.17 0.082
C 2.83 -0.16 -5.33 -0.010
C 3.89 -1.24 -5.54 -0.553
O 3.64 -2.10 -6.40 0.012
N 5.00 -1.19 -4.81 -0.005
C 6.05 -2.16 -4.74 -0.063
H 3.40 0.69 -4.95 0.059
H 2.04 -0.37 -4.61 0.080
H 2.42 0.37 -6.19 0.081
H 5.03 -0.50 -4.08 0.138
H 5.88 -2.60 -3.75 0.082
H 7.08 -1.83 -4.66 0.086
H 5.86 -3.00 -5.41 0.091
C 3.71 9.77 -4.92 0.001
C 3.81 9.57 -3.34 -0.581
O 4.83 9.07 -2.91 0.034
N 2.74 10.01 -2.73 -0.010
C 2.76 10.25 -1.33 -0.060
H 4.14 8.90 -5.41 0.074
H 4.39 10.62 -4.99 0.078
H 2.72 10.01 -5.30 0.061
H 1.98 10.15 -3.38 0.140
H 3.67 9.92 -0.81 0.094
H 1.87 9.74 -0.98 0.085
H 2.63 11.32 -1.19 0.084
C 0.74 -1.03 8.22 -0.002
C 1.29 0.37 8.64 -0.561
O 2.29 0.42 9.32 0.033
N 0.52 1.41 8.40 -0.017
C 0.76 2.79 8.66 -0.075
H 1.52 -1.79 8.33 0.073
H 0.60 -0.96 7.15 0.072
H -0.07 -1.41 8.85 0.079
H -0.34 1.25 7.89 0.140
H 0.93 3.40 7.78 0.086
H 1.63 2.82 9.33 0.086
H -0.08 3.13 9.27 0.087
C -6.60 -0.20 -7.33 0.000
C -5.28 -0.72 -6.78 -0.605
O -4.49 0.04 -6.21 0.012
N -4.99 -1.97 -6.83 0.010
C -3.82 -2.67 -6.20 -0.035
H -7.29 -0.60 -6.60 0.081
H -6.93 -0.67 -8.26 0.071
H -6.66 0.88 -7.45 0.084
H -5.65 -2.52 -7.35 0.135
H -3.97 -3.03 -5.19 0.083
H -2.87 -2.24 -6.52 0.091
H -3.79 -3.66 -6.66 0.071
C -3.62 -0.08 0.67 0.001
C -2.66 0.85 1.51 -0.551
O -2.67 0.71 2.73 0.013
N -1.84 1.68 0.88 -0.001
C -0.63 2.34 1.44 -0.047
H -4.56 0.46 0.58 0.072
H -3.75 -1.03 1.19 0.076
H -3.27 -0.25 -0.35 0.065
H -2.01 2.07 -0.03 0.135
H 0.27 2.05 0.91 0.076
H -0.49 1.88 2.42 0.078
H -0.77 3.42 1.43 0.082

---

In hartree, relative to the most stable structure: a 0.2276; b 0.0000.

---

a:
9
Properties=species:S:1:pos:R:3:lowdin_charge:R:1 method="wB97M-V/def2-TZVPD" homo_lumo_gap_ev=9.69 e_homo_ev=-9.894 spin_multiplicity=1
C -0.66 -0.07 1.47 -0.221
N 0.65 -0.13 1.01 -0.427
N 0.17 1.28 -2.21 -0.552
F 1.09 -1.19 -1.37 -0.528
P 0.01 0.47 -3.42 0.660
P 1.70 -0.30 -0.06 0.824
H -0.67 0.30 2.54 0.086
H -1.23 -1.01 1.32 0.081
H -1.07 0.65 0.74 0.076

---

b:
9
Properties=species:S:1:pos:R:3:lowdin_charge:R:1 method="wB97M-V/def2-TZVPD" homo_lumo_gap_ev=7.66 e_homo_ev=-9.014 spin_multiplicity=1
C 0.32 1.26 -1.32 -0.277
N 0.50 0.34 -0.22 -0.357
N -0.35 -0.74 1.95 -0.634
F -0.33 -3.19 0.96 -0.390
P -0.75 0.32 0.79 0.695
P -0.48 -2.34 2.33 0.845
H -0.45 0.94 -1.94 0.044
H 1.27 1.19 -1.67 0.025
H 0.26 2.23 -0.88 0.049

---

In hartree, relative to the most stable structure: a 0.0086; b 0.0000.